{"formula": "C46H62N4OP2SSiW", "method": "ωB97M-V/def2-TZVPD", "total_energy_ha": -3521.3925, "relative_energy_kcal_mol": 0.00, "spin_multiplicity": 3, "total_charge": 2, "homo_energy_ha": [-0.48148, -0.49202], "gap_ev": [6.54, 7.25], "species": ["H", "H", "C", "H", "C", "C", "H", "N", "C", "H", "N", "C", "C", "C", "H", "H", "C", "C", "W", "H", "H", "H", "C", "H", "C", "H", "C", "H", "H", "H", "H", "H", "H", "H", "H", "H", "H", "H", "C", "C", "C", "C", "N", "H", "C", "C", "H", "C", "H", "H", "H", "C", "H", "C", "H", "H", "H", "C", "C", "H", "C", "H", "C", "C", "C", "H", "H", "C", "C", "C", "H", "H", "H", "C", "C", "H", "H", "C", "H", "C", "N", "H", "H", "H", "C", "H", "H", "C", "C", "C", "H", "C", "P", "H", "O", "H", "H", "H", "H", "C", "H", "C", "H", "C", "H", "Si", "P", "C", "H", "H", "H", "H", "C", "H", "C", "S", "H", "C"], "xyz": [[1.02319, 4.98534, -3.58290], [-2.67604, -1.49112, -4.43654], [-0.28415, -3.74913, 0.97418], [-2.05560, 2.66719, 2.06571], [-0.99094, 2.91318, 2.13241], [2.39437, -3.27026, -0.25990], [1.28675, -5.01486, 1.73665], [1.71056, -0.99623, 3.89801], [0.28104, 1.78046, -3.05849], [-2.70005, -4.94062, 1.60314], [-2.45397, -0.07780, 2.34212], [-1.02630, -4.88018, 0.25252], [-2.06165, 5.31673, 1.51998], [4.68575, 3.51089, 1.66644], [2.15265, 2.61320, -3.69686], [-1.00343, 3.51474, 4.20608], [-2.73823, 2.31986, -0.68690], [0.54762, -4.31015, 2.13344], [-0.00501, -0.09601, -0.03361], [-6.61188, 2.32129, -0.63060], [-2.39005, 6.33343, 1.30084], [-2.91892, 4.67120, 1.31698], [4.65667, -2.85097, -1.24631], [0.75077, 0.94703, -2.52362], [-0.09901, 2.92231, -2.10819], [4.58995, 4.02723, 3.77831], [3.35625, -2.19673, -0.79254], [0.83016, 3.33764, -1.69715], [1.55355, -5.12454, -1.09176], [2.93884, -5.19387, -3.11043], [-1.06873, 4.87545, -2.31369], [1.48935, 1.42451, -4.80614], [0.61202, 3.40824, 0.79115], [1.68280, -1.44373, 4.80273], [-1.70431, 3.62518, -3.37381], [-1.06473, -4.33393, 3.56197], [-2.44451, -6.43543, 0.72559], [0.23509, -5.43874, 3.94804], [-0.66958, -0.98799, 3.86153], [3.04040, 2.70967, 3.17494], [-0.90250, 4.93588, 0.60231], [2.49677, -4.57542, -1.09016], [2.48854, 2.01717, 2.15001], [-1.08730, 6.09479, 3.27738], [-3.43077, 1.21908, -0.16455], [2.95835, 2.03217, 0.88815], [-1.04098, -3.08462, 1.40746], [4.41507, -3.72988, -2.48371], [2.31736, -3.56646, -2.98830], [-0.62810, 1.37454, -3.50928], [-1.79131, -6.66280, 3.13254], [-0.48348, 3.45276, 0.78657], [-2.94384, 4.28756, -1.55486], [2.98505, -4.28647, -2.50718], [0.28360, 4.22427, 3.25303], [-4.42079, -1.72619, 0.86678], [-1.40448, -3.59189, -4.59336], [-1.92458, -5.62645, 1.24024], [-0.36371, -3.31328, -2.74829], [-0.04150, 5.56407, 0.84742], [-1.97230, -1.74543, -3.65388], [5.41241, -2.09380, -1.45865], [-0.74915, -1.72006, 5.07392], [0.14323, 4.51884, -4.03958], [-1.12877, -6.16296, 2.42524], [1.68124, 1.41484, 2.31538], [-5.38074, 4.26713, -1.53337], [-1.64474, 5.20220, 2.98802], [-1.24822, -2.93908, -3.74371], [-1.74239, -0.53556, 3.13876], [-2.38892, 0.00651, -2.50661], [-0.36220, 5.30211, -4.60627], [5.56728, 4.10723, 1.46832], [-3.50530, -1.78392, 0.27252], [-0.77782, 3.95083, 3.23157], [-5.37882, 0.38685, 0.24400], [-1.62286, -4.48552, -0.57224], [-0.86475, -1.22783, -1.57467], [3.53023, -1.44215, -0.02409], [-4.82794, 1.23199, -0.15271], [-0.74341, -2.35802, 6.03193], [-3.78927, -1.88085, -0.77757], [1.27759, 3.76094, -5.71674], [2.58722, -0.95082, 3.40641], [-0.17724, -2.45537, -1.66530], [-0.28592, 3.00026, -5.49910], [2.90821, -1.66265, -1.63553], [0.58526, 3.38932, -4.96061], [-1.80453, -0.90496, -2.57277], [4.14858, 3.47358, 2.96327], [-2.97901, -2.69356, 0.56016], [4.10218, 2.80595, 0.64167], [0.69614, -2.61114, -0.09551], [5.05203, -3.45310, -0.42276], [0.68460, -0.10768, 2.11292], [-1.14116, 5.16483, -0.43275], [0.15531, -4.26054, -2.81407], [-2.53130, 5.17514, 3.62255], [2.54645, 2.61003, 4.13103], [-0.35832, -5.04596, 3.12127], [2.67814, -3.49648, 0.77285], [1.22252, 2.26139, -4.15791], [4.59158, -3.14922, -3.39104], [-5.52991, 2.32024, -0.64404], [5.13489, -4.54959, -2.49854], [-2.48630, -0.23963, 0.49398], [-0.91921, 2.27694, -0.56771], [-0.78662, 4.02277, -2.92950], [-0.30267, -5.58062, -0.17720], [1.11184, -3.51883, 2.64049], [3.21681, -5.23606, -0.60035], [-0.42178, -6.92189, 2.07267], [0.58265, -0.69482, 3.24484], [-0.48674, 1.97577, 2.37525], [-3.45273, 3.41794, -1.16963], [2.18180, 1.18371, -0.39571], [4.49901, 2.83760, -0.36264], [-4.83826, 3.41184, -1.15182]], "lowdin_spin": [0.00, 0.00, 0.00, 0.00, 0.01, 0.00, 0.00, 0.00, 0.01, 0.00, 0.01, 0.00, 0.00, 0.00, 0.00, 0.00, 0.00, 0.00, 1.71, 0.00, 0.00, 0.00, 0.00, 0.01, 0.01, 0.00, 0.00, 0.00, 0.00, 0.00, 0.00, 0.00, 0.00, 0.00, 0.00, 0.00, 0.00, 0.00, 0.00, 0.00, 0.00, 0.00, 0.01, 0.00, 0.00, 0.01, 0.00, 0.00, 0.00, 0.00, 0.00, 0.01, 0.00, 0.00, 0.00, 0.00, 0.00, 0.00, 0.00, 0.00, 0.00, 0.00, 0.00, 0.00, 0.00, 0.00, 0.00, 0.00, 0.00, 0.00, 0.00, 0.00, 0.00, 0.00, 0.00, 0.00, 0.00, 0.01, 0.00, 0.00, 0.00, 0.00, 0.00, 0.00, 0.01, 0.00, 0.00, 0.00, 0.00, 0.01, 0.00, 0.01, 0.01, 0.00, 0.06, 0.00, 0.00, 0.00, 0.00, 0.00, 0.00, 0.00, 0.00, 0.00, 0.00, 0.03, 0.02, 0.00, 0.00, 0.00, 0.00, 0.00, 0.01, 0.00, 0.00, 0.02, 0.00, 0.00]}